Formula: C2H7N2
Source: OMol25
Level of theory: the ωB97M-V functional and the def2-TZVPD basis

Values from the calculation:
**Multiplicity**: 2
**Charge**: +2
**<S²>**: 0.783

Each line ends with the Mulliken charge.
Geometry (Å):
C1 -0.57 -0.40 0.21  -0.13
C2 0.00 0.79 -0.06  -0.05
N1 0.22 1.89 0.66  -0.10
N2 0.03 -1.55 -0.39  -0.31
H1 -1.25 -0.75 0.97  0.45
H2 0.37 0.85 -1.10  0.33
H3 1.03 2.25 0.35  0.29
H4 -0.44 2.43 1.17  0.32
H5 0.62 -1.94 0.29  0.37
H6 -0.61 -2.29 -0.87  0.44
H7 0.59 -1.29 -1.23  0.39

***

Formula: C2H7N2O
Source: OMol25
Level of theory: the ωB97M-V functional and the def2-TZVPD basis

Values from the calculation:
**Charge**: -1

Each line ends with the Mulliken charge.
Geometry (Å):
C1 0.57 1.69 -1.96  -0.55
O1 -0.38 1.07 -1.20  -0.83
H1 0.32 1.69 -3.05  0.15
H2 0.72 2.76 -1.68  0.14
H3 1.58 1.20 -1.87  0.18
N1 -0.62 -1.99 2.15  -0.51
C2 -0.53 -1.00 1.14  -0.16
N2 0.46 -0.84 0.41  -0.86
H4 0.29 -2.37 2.37  0.27
H5 -1.16 -1.73 2.96  0.23
H6 -1.46 -0.41 1.05  0.31
H7 0.20 -0.04 -0.30  0.64

***

Energy above the lowest of the compared OMol25 structures with the same formula, charge and spin
In order: 1.7519; 0.7364
Unit: eV